{
  "formula": "C4H15NO3",
  "method": "the ωB97M-V functional and the def2-TZVPD basis",
  "species": ["C", "C", "C", "C", "N", "H", "H", "H", "H", "H", "H", "H", "H", "H", "H", "H", "O", "H", "H", "O", "H", "H", "O"],
  "xyz": [[-0.955, -2.119, -0.825], [-1.681, -1.064, 0.137], [-0.942, 0.319, 0.153], [-0.827, 1.166, 1.224], [0.450, -2.286, -0.605], [-1.230, -2.105, -1.945], [-1.506, -3.099, -0.508], [-1.871, -1.405, 1.100], [-2.835, -1.009, -0.063], [-0.760, 0.710, -0.811], [-1.437, 0.962, 2.042], [-0.316, 2.113, 1.121], [0.907, -1.553, -1.171], [0.499, -2.167, 0.390], [-0.590, 3.151, -1.202], [0.944, 2.968, -1.589], [-0.004, 2.673, -1.737], [2.208, -0.961, 2.215], [1.059, -0.894, 3.198], [1.291, -0.599, 2.339], [0.980, 1.584, -0.604], [2.002, 0.538, -1.162], [1.867, 1.345, -0.715]],
  "forces_ev_per_angstrom": [[-3.6, -1.9, 0.2], [-0.7, 1.7, -2.6], [-2.1, 0.2, 2.2], [-0.3, -1.5, -3.6], [-0.4, 0.3, -1.3], [0.5, 0.7, 1.7], [1.0, 1.2, -0.5], [1.0, -1.1, 2.1], [1.8, 0.4, -0.9], [0.9, 0.0, -0.9], [-0.1, -0.4, 1.9], [0.0, 0.1, 0.2], [0.2, -0.4, 1.2], [1.4, 0.5, 0.5], [-1.1, 1.4, 1.3], [-1.8, -0.2, -0.2], [2.3, -0.3, -1.5], [-0.8, 0.4, 0.2], [-0.4, -0.6, 1.7], [1.3, 0.0, -1.8], [-2.0, -0.6, 0.1], [-0.3, -1.3, -0.6], [3.3, 1.4, 0.8]],
  "mulliken_charge": [-0.763, -1.308, -0.077, -1.662, -0.864, 0.378, 0.305, 0.599, 0.416, 0.642, 0.365, 0.657, 0.327, 0.340, 0.358, 0.277, -0.694, 0.221, 0.294, -0.662, 0.193, 0.358, -0.699],
  "multiplicity": 2,
  "gap_ha": [0.089, 0.337],
  "total_charge": -1,
  "total_energy_ev": -12020.26880,
  "relative_energy_kcal_mol": 69.7
}

***

{
  "formula": "C5H8N5",
  "method": "the ωB97M-V functional and the def2-TZVPD basis",
  "species": ["C", "C", "C", "C", "C", "N", "N", "N", "N", "N", "H", "H", "H", "H", "H", "H", "H", "H"],
  "xyz": [[1.180, -1.419, 0.595], [0.325, -0.349, 0.362], [1.131, 0.755, 0.195], [-1.394, 0.791, -0.694], [0.470, 2.106, -0.137], [2.428, -0.948, 0.742], [-0.769, 1.864, -0.790], [2.389, 0.338, 0.518], [-1.099, -0.289, 0.190], [-1.813, -1.588, -0.132], [0.855, -2.455, 0.790], [-2.238, 0.562, -1.281], [0.276, 2.634, 0.720], [0.998, 2.780, -0.823], [3.151, 0.859, 0.274], [-1.433, -1.981, -1.039], [-2.888, -1.388, -0.118], [-1.568, -2.271, 0.628]],
  "forces_ev_per_angstrom": [[0.3, -0.2, 1.3], [-0.1, -0.5, -0.7], [-1.2, 1.1, 0.3], [-0.2, -0.2, 0.2], [1.7, -1.5, -1.7], [0.1, -2.2, -0.2], [-1.0, -0.7, -0.8], [-4.0, -0.1, -0.5], [0.2, -0.4, 0.5], [0.5, 1.1, -0.1], [0.9, 0.6, -0.1], [-1.3, 0.3, -0.8], [-0.3, 1.4, 2.3], [0.5, -0.4, 0.4], [2.8, 1.2, -0.2], [-0.9, 0.3, 0.8], [2.4, -0.5, -0.2], [-0.4, 0.8, -0.6]],
  "mulliken_charge": [-0.535, 0.829, -0.158, -0.032, -0.559, -0.827, -0.421, 0.341, -0.123, -0.372, 0.290, 0.420, 0.331, 0.370, 0.253, 0.402, 0.414, 0.377],
  "smiles": "[NH3+]N1C=NCc2[nH]ncc21",
  "multiplicity": 1,
  "gap_ha": 0.320,
  "total_charge": 1,
  "total_energy_ev": -12755.18858,
  "relative_energy_kcal_mol": 57.4
}

***

{
  "formula": "C30H48AsCdN2O4PS5SeSi2",
  "method": "the ωB97M-V functional and the def2-TZVPD basis",
  "species": ["Cd", "O", "C", "O", "C", "C", "C", "C", "C", "N", "C", "O", "O", "H", "H", "H", "H", "H", "S", "C", "S", "C", "C", "S", "S", "S", "C", "C", "C", "P", "C", "C", "C", "C", "C", "C", "H", "H", "H", "H", "H", "H", "H", "H", "H", "H", "H", "H", "H", "H", "H", "H", "H", "H", "H", "H", "H", "C", "Si", "C", "C", "As", "Si", "C", "C", "C", "H", "H", "H", "H", "H", "H", "H", "H", "H", "H", "H", "H", "H", "H", "H", "H", "H", "H", "Se", "C", "C", "C", "N", "C", "C", "H", "H", "H", "H"],
  "xyz": [[-0.944, -0.161, 2.045], [1.266, 1.940, -1.584], [0.461, 1.265, -0.797], [0.790, 0.579, 0.135], [-0.984, 1.440, -1.214], [-1.304, 2.331, -2.235], [-2.628, 2.495, -2.581], [-3.587, 1.771, -1.890], [-3.174, 0.900, -0.891], [-1.895, 0.723, -0.569], [-4.160, 0.068, -0.109], [-5.446, 0.502, -0.123], [-3.867, -0.932, 0.464], [2.249, 1.633, -1.478], [-0.509, 2.871, -2.727], [-2.915, 3.171, -3.375], [-4.629, 1.860, -2.170], [-5.482, 1.416, -0.427], [1.141, -4.514, 7.472], [0.596, -3.694, 6.124], [-1.011, -3.140, 5.921], [-0.853, -2.390, 4.346], [0.392, -2.442, 3.814], [0.944, -1.801, 2.284], [1.591, -3.242, 4.806], [-2.294, -1.691, 3.660], [2.585, -3.986, -3.324], [2.346, -3.109, -2.093], [2.787, -3.820, -0.811], [0.681, -2.346, -1.761], [-0.452, -3.725, -1.237], [-0.446, -5.085, -1.935], [-1.867, -3.152, -1.132], [0.057, -1.741, -3.417], [1.114, -0.827, -4.044], [-0.482, -2.719, -4.462], [3.620, -4.345, -3.320], [2.438, -3.435, -4.252], [1.934, -4.860, -3.346], [2.977, -2.218, -2.196], [2.230, -4.749, -0.658], [2.629, -3.194, 0.070], [3.848, -4.076, -0.868], [-0.117, -3.885, -0.204], [-0.698, -5.014, -2.994], [-1.186, -5.739, -1.461], [0.522, -5.578, -1.852], [-2.300, -2.959, -2.119], [-1.872, -2.220, -0.565], [-2.526, -3.851, -0.610], [-0.783, -1.105, -3.107], [1.897, -1.410, -4.534], [1.628, -0.180, -3.332], [0.658, -0.198, -4.816], [0.264, -3.461, -4.748], [-0.767, -2.171, -5.368], [-1.364, -3.251, -4.107], [-4.521, 1.557, 3.337], [-2.989, 2.429, 4.000], [-2.557, 1.665, 5.661], [-3.492, 4.221, 4.343], [-1.374, 2.415, 2.326], [0.548, 2.683, 3.624], [0.966, 1.206, 4.711], [0.402, 4.211, 4.729], [1.974, 2.957, 2.436], [-5.352, 1.624, 4.046], [-4.315, 0.499, 3.155], [-4.842, 2.015, 2.396], [-3.384, 1.816, 6.364], [-1.660, 2.112, 6.095], [-2.391, 0.591, 5.547], [-4.391, 4.259, 4.968], [-3.695, 4.752, 3.410], [-2.692, 4.757, 4.863], [0.079, 0.765, 5.169], [1.661, 1.485, 5.510], [1.439, 0.427, 4.106], [-0.294, 4.042, 5.555], [0.045, 5.071, 4.156], [1.378, 4.463, 5.156], [2.126, 2.073, 1.813], [2.904, 3.157, 2.977], [1.779, 3.800, 1.768], [4.295, 0.948, -2.113], [4.420, 1.859, -3.762], [3.311, 2.429, -4.405], [3.466, 3.071, -5.620], [4.626, 3.205, -6.269], [5.683, 2.662, -5.657], [5.637, 2.000, -4.444], [2.330, 2.364, -3.951], [2.598, 3.509, -6.108], [6.633, 2.763, -6.176], [6.542, 1.589, -4.016]],
  "forces_ev_per_angstrom": [[-0.1, 0.1, 0.2], [0.9, -0.2, 0.0], [-0.2, -0.2, 0.1], [0.0, 0.0, 0.1], [0.0, 0.0, 0.0], [0.0, 0.0, 0.0], [0.0, 0.0, 0.0], [0.0, 0.0, -0.1], [0.1, 0.0, 0.0], [0.0, 0.0, 0.0], [0.1, 0.0, 0.0], [-0.1, 0.1, 0.0], [0.0, -0.2, 0.1], [-0.5, 0.2, -0.2], [0.0, 0.0, 0.0], [0.0, 0.0, 0.0], [0.0, 0.0, 0.0], [0.0, 0.0, 0.0], [0.0, 0.0, 0.0], [0.0, 0.1, 0.1], [0.0, -0.1, 0.0], [0.0, -0.1, 0.0], [0.1, 0.0, -0.1], [0.0, 0.0, 0.0], [0.0, -0.1, 0.0], [-0.1, 0.1, -0.1], [0.0, 0.0, 0.0], [0.0, 0.0, 0.0], [0.0, 0.0, 0.0], [0.0, 0.1, -0.1], [0.0, 0.0, 0.1], [0.0, 0.0, 0.0], [0.0, 0.0, 0.0], [0.0, 0.0, 0.0], [0.1, 0.0, -0.1], [0.0, 0.0, 0.0], [0.0, 0.0, 0.0], [0.0, 0.0, 0.0], [0.0, 0.0, 0.0], [0.0, 0.0, 0.0], [0.0, 0.0, 0.0], [0.0, 0.0, 0.0], [0.0, 0.0, 0.0], [0.0, 0.0, 0.0], [0.0, 0.0, 0.0], [0.0, 0.0, 0.0], [0.0, 0.0, 0.0], [0.0, 0.0, 0.0], [0.0, 0.0, 0.0], [0.0, 0.0, 0.0], [0.0, 0.0, 0.0], [0.0, 0.0, 0.0], [-0.1, 0.0, 0.1], [0.0, 0.0, 0.0], [0.0, 0.0, 0.0], [0.0, 0.0, 0.0], [0.0, 0.0, 0.0], [0.0, 0.0, 0.0], [0.0, 0.0, 0.0], [0.0, 0.0, 0.0], [0.0, 0.0, 0.0], [0.0, 0.0, -0.1], [0.0, 0.0, 0.0], [0.0, 0.0, 0.0], [0.0, 0.0, 0.0], [0.0, 0.1, 0.0], [0.0, 0.0, 0.0], [0.0, 0.0, 0.0], [0.0, 0.0, 0.0], [0.0, 0.0, 0.0], [0.0, 0.0, 0.0], [0.0, 0.0, 0.0], [0.0, 0.0, 0.0], [0.0, 0.0, 0.0], [0.0, 0.0, 0.0], [0.0, 0.0, 0.0], [0.0, 0.0, 0.0], [0.0, 0.0, 0.0], [0.0, 0.0, 0.0], [0.0, 0.0, 0.0], [0.0, 0.0, 0.0], [0.0, 0.0, 0.0], [0.0, 0.0, 0.0], [0.0, 0.0, 0.0], [-0.1, 0.0, 0.1], [-0.1, -0.1, 0.0], [0.0, 0.0, 0.0], [0.0, 0.0, 0.0], [0.0, 0.0, 0.0], [0.0, 0.0, 0.0], [0.0, 0.0, 0.0], [0.0, 0.0, 0.0], [0.0, 0.0, 0.0], [0.0, 0.0, 0.0], [0.0, 0.0, 0.0]],
  "mulliken_charge": [2.227, -0.439, 0.282, -0.506, 0.042, -0.537, -0.901, -0.819, 0.338, 0.954, 0.285, -0.509, -0.405, -0.136, 0.569, 0.428, 0.533, 0.322, -0.367, 0.083, -0.138, 0.011, -0.159, -0.519, -0.102, -0.623, -1.479, 0.767, -1.535, 0.415, 0.709, -1.627, -1.367, 1.151, -1.556, -1.674, 0.489, 0.278, 0.156, 0.073, 0.239, 0.253, 0.470, 0.367, 0.193, 0.476, 0.305, 0.110, 0.104, 0.518, 0.038, 0.157, 0.145, 0.514, 0.223, 0.474, 0.326, -0.809, 0.371, -0.793, -1.172, -0.534, 0.319, -0.880, -1.080, -0.902, 0.409, 0.123, 0.108, 0.385, 0.261, 0.062, 0.332, 0.294, 0.268, 0.161, 0.422, 0.185, 0.262, 0.259, 0.373, 0.090, 0.403, 0.245, -0.372, -0.094, 0.091, -0.381, -0.661, -0.254, -0.350, 0.268, 0.329, 0.312, 0.327],
  "multiplicity": 1,
  "gap_ha": 0.200,
  "total_charge": -2,
  "total_energy_ev": -253036.61946,
  "relative_energy_kcal_mol": 34.8
}

***

{
  "formula": "H2NO2S",
  "method": "the ωB97M-V functional and the def2-TZVPD basis",
  "species": ["N", "O", "O", "S", "H", "H"],
  "xyz": [[-0.763, -0.442, 1.053], [0.417, -2.275, -0.879], [1.923, -0.580, -0.013], [0.527, -0.960, -0.249], [-0.378, 0.576, 1.135], [-0.114, -0.130, -1.416]],
  "forces_ev_per_angstrom": [[3.7, 0.0, -2.7], [-0.6, 0.0, 1.1], [-0.9, 0.4, 0.1], [-3.3, 2.3, -0.3], [-0.5, -1.9, -0.1], [1.5, -0.8, 1.8]],
  "mulliken_charge": [-0.586, -0.551, -0.557, 0.513, 0.117, 0.065],
  "smiles": "N=[S@H](=O)[O-]",
  "multiplicity": 1,
  "gap_ha": 0.289,
  "total_charge": -1,
  "total_energy_ev": -16451.22576,
  "relative_energy_kcal_mol": 51.5
}

***

{
  "formula": "C4H5NOS",
  "method": "the ωB97M-V functional and the def2-TZVPD basis",
  "species": ["C", "C", "C", "C", "H", "H", "H", "H", "H", "N", "O", "S"],
  "xyz": [[0.480, 1.103, 0.001], [0.205, -0.267, -0.007], [-1.147, -0.748, -0.005], [1.294, -1.234, 0.003], [1.864, 2.591, 0.015], [2.473, 0.956, -0.006], [-0.365, 1.796, 0.009], [-1.222, -1.830, -0.005], [1.017, -2.314, 0.004], [1.698, 1.608, -0.004], [2.491, -0.948, 0.003], [-2.536, 0.125, 0.002]],
  "forces_ev_per_angstrom": [[-0.1, -0.3, 0.0], [0.2, 0.1, 0.1], [-0.2, 0.5, 0.0], [0.3, 0.0, -0.1], [-0.1, 0.3, 0.0], [0.2, -0.2, 0.0], [0.2, -0.2, 0.0], [0.0, -0.2, 0.0], [-0.1, 0.4, 0.0], [-0.2, -0.3, 0.0], [-0.5, 0.0, 0.0], [0.3, -0.2, 0.0]],
  "mulliken_charge": [-0.057, 0.342, -0.413, 0.067, 0.193, 0.254, 0.344, 0.209, 0.284, -0.291, -0.623, -0.311],
  "smiles": "N/C=C(\\C=O)C=S",
  "multiplicity": 1,
  "gap_ha": 0.298,
  "total_energy_ev": -18601.25212,
  "relative_energy_kcal_mol": 15.4
}

***

{
  "formula": "C3H6N3",
  "method": "the ωB97M-V functional and the def2-TZVPD basis",
  "species": ["C", "C", "C", "N", "N", "N", "H", "H", "H", "H", "H", "H"],
  "xyz": [[1.049, -0.051, -1.156], [-0.926, 0.061, -0.127], [0.134, -0.060, 0.867], [-0.412, 0.040, -1.317], [1.294, -0.068, 0.192], [-0.069, 0.014, 2.201], [1.298, 0.780, -1.713], [1.606, -0.902, -1.438], [-1.896, 0.312, 0.134], [-1.037, -0.193, -2.068], [-0.925, 0.249, 2.657], [0.693, 0.236, 2.813]],
  "forces_ev_per_angstrom": [[-1.2, -0.9, 0.4], [2.0, 0.2, 0.2], [1.7, 1.1, -1.2], [-1.1, -1.8, 1.6], [-1.7, 0.8, 3.5], [0.7, -0.2, -0.2], [1.7, 2.1, -0.9], [-0.1, -1.4, -1.7], [-2.1, 0.0, -0.1], [0.2, 0.5, -1.1], [-0.8, -0.1, -0.5], [0.7, -0.2, -0.2]],
  "mulliken_charge": [-0.328, -0.172, 0.585, -0.049, -0.449, -0.436, 0.344, 0.329, 0.407, 0.280, 0.225, 0.263],
  "smiles": "NC1=NC[NH+]=C1",
  "multiplicity": 1,
  "gap_ha": 0.314,
  "total_charge": 1,
  "total_energy_ev": -7670.52901,
  "relative_energy_kcal_mol": 19.5
}